C7H10 | ωB97M-V with the def2-TZVPD basis set

Structure (XYZ):
```
17
Properties=species:S:1:pos:R:3:forces:R:3
C -0.368 -1.969 -1.625 -0.0389 -0.2472 -0.1617
C 0.473 -1.134 -0.694 1.3449 0.2878 -1.0790
C 1.620 -1.617 -0.195 -1.2222 0.6877 -0.2543
C 0.473 1.111 0.495 0.2494 -2.3517 -0.0231
C 0.009 0.226 -0.408 -1.0292 0.4423 -0.9118
C -1.369 2.601 1.418 0.1898 -0.7899 1.1152
C -0.349 1.721 1.533 0.2037 2.9027 -0.9482
H 0.265 -2.576 -2.274 0.0765 -0.1510 0.2489
H -1.023 -2.637 -1.062 -0.1379 0.0436 -0.1245
H -0.960 -1.380 -2.324 -0.1906 0.2088 0.2848
H 2.209 -0.877 0.320 0.5760 -0.6304 0.5361
H 1.836 -2.663 -0.321 0.6377 -0.0121 0.0138
H 1.553 1.029 0.610 -0.0991 -0.0760 1.1909
H -0.873 0.514 -0.980 -0.8143 -0.4697 0.8414
H -1.377 3.308 2.244 -0.9858 -0.3463 0.2229
H -2.208 2.598 0.738 0.5657 0.3962 -0.7647
H 0.089 1.744 2.524 0.6743 0.1052 -0.1867
```
Forces are in eV/Å.

Results
SMILES   C=C/C=C/C(=C)C
E   -7417.3643 eV
Relative energy (zero: lowest compared OMol25 entry of this formula, charge and spin)   3.6705 eV
Orbital gap   7.7 eV
LUMO   0.03 eV

---

C7H10 | ωB97M-V with the def2-TZVPD basis set

Structure (XYZ):
```
17
Properties=species:S:1:pos:R:3:forces:R:3
C -0.386 -0.732 -1.826 0.0785 0.0229 0.0003
C -0.005 -0.205 -0.454 -0.0350 -0.1108 -0.1911
C -1.160 0.235 0.494 -0.1987 -0.1260 0.0258
C -0.003 0.857 1.298 0.0145 0.0786 0.1685
C 0.618 1.207 -0.095 0.0383 -0.0111 -0.3212
C 0.838 -0.393 1.620 0.0678 -0.0998 -0.0082
C 0.833 -1.074 0.474 0.0090 -0.0208 0.1339
H 0.469 -0.982 -2.463 -0.0111 0.0905 0.1369
H -0.973 -1.651 -1.692 0.1395 0.1475 -0.0229
H -1.027 -0.032 -2.376 0.1874 -0.0124 0.1504
H -1.759 -0.551 0.963 0.0960 0.0614 -0.0438
H -1.793 1.005 0.033 0.0532 -0.2253 0.0670
H -0.179 1.569 2.111 0.1213 -0.0326 -0.3182
H 1.697 1.413 -0.058 -0.2110 -0.4675 -0.4041
H 0.109 1.918 -0.742 -0.1277 0.6213 0.4699
H 1.364 -0.608 2.541 -0.1138 0.0473 -0.0476
H 1.356 -1.974 0.172 -0.1083 0.0366 0.2044
```
Forces are in eV/Å.

Results
E   -7419.0186 eV
Relative energy (zero: lowest compared OMol25 entry of this formula, charge and spin)   2.0161 eV
Orbital gap   9.8 eV
LUMO   1.06 eV

---

C7H10 | ωB97M-V with the def2-TZVPD basis set

Structure (XYZ):
```
17
Properties=species:S:1:pos:R:3:forces:R:3
C 0.973 0.647 1.069 -0.1853 0.0066 -0.0195
C -0.220 0.890 0.118 0.0715 0.5207 -0.1493
C -0.182 0.248 -1.218 0.0969 0.0371 -0.0537
C 0.905 -0.685 -1.660 0.0974 -0.0131 0.0039
C -1.328 -0.169 -0.332 0.0436 0.0855 0.3240
C -1.367 -0.953 0.864 0.0625 -0.4429 0.5369
C -1.410 -1.168 2.055 0.0743 0.1272 -0.2993
H 1.749 1.363 0.758 -0.2200 -0.0715 0.0099
H 0.778 0.860 2.127 -0.3225 -0.0498 -0.2712
H 1.459 -0.338 1.036 -0.5252 0.1750 -0.2058
H -0.662 1.866 0.269 0.3078 0.2619 -0.4937
H -0.531 0.947 -1.979 -0.1131 -0.4719 -0.1360
H 0.605 -1.155 -2.601 0.1726 0.0148 0.1155
H 1.833 -0.126 -1.811 0.0354 -0.2002 -0.0664
H 1.070 -1.476 -0.921 0.0427 0.1459 -0.1374
H -2.316 0.040 -0.776 0.5408 0.5887 0.7714
H -1.293 -0.800 3.054 -0.1792 -0.7139 0.0707
```
Forces are in eV/Å.

Results
SMILES   C#C[C@@H]1[C@H](C)[C@@H]1C
E   -7417.0903 eV
Relative energy (zero: lowest compared OMol25 entry of this formula, charge and spin)   3.9445 eV
Orbital gap   9.4 eV
LUMO   0.98 eV